(1)
{"formula": "C45H45N9", "method": "the ωB97M-V functional and the def2-TZVPD basis", "total_charge": 0, "smiles": "c1ccncc1.c1ccncc1.c1ccncc1.c1ccncc1.c1ccncc1.c1ccncc1.c1ccncc1.c1ccncc1.c1ccncc1", "total_energy_ev": -60804.1151, "max_force_ev_per_a": 0.76, "gap_ha": 0.352, "de_lowest_kj_mol": 0.00, "homo_energy_ev": -9.082, "elements": ["C", "C", "C", "N", "C", "C", "H", "H", "H", "H", "H", "C", "C", "C", "N", "C", "C", "H", "H", "H", "H", "H", "C", "C", "C", "N", "C", "C", "H", "H", "H", "H", "H", "C", "C", "C", "N", "C", "C", "H", "H", "H", "H", "H", "C", "C", "C", "N", "C", "C", "H", "H", "H", "H", "H", "C", "C", "C", "N", "C", "C", "H", "H", "H", "H", "H", "C", "C", "C", "N", "C", "C", "H", "H", "H", "H", "H", "C", "C", "C", "N", "C", "C", "H", "H", "H", "H", "H", "C", "C", "C", "N", "C", "C", "H", "H", "H", "H", "H"], "coordinates": [[10.76580, 21.79469, -8.25839], [11.15293, 23.09284, -8.53980], [10.96039, 24.07790, -7.58038], [10.46570, 23.83807, -6.37764], [10.07244, 22.58996, -6.11183], [10.18860, 21.55404, -7.02153], [10.92953, 20.97407, -8.94492], [11.61680, 23.32579, -9.49086], [11.29370, 25.09214, -7.78273], [9.59919, 22.47944, -5.14003], [9.90462, 20.55610, -6.71153], [11.71824, 20.24341, -3.12869], [12.55126, 20.93505, -3.99908], [13.92417, 20.74759, -3.92502], [14.50303, 19.96983, -3.01889], [13.70656, 19.29334, -2.20115], [12.31799, 19.39118, -2.21819], [10.64606, 20.36035, -3.22288], [12.15312, 21.68328, -4.67319], [14.58071, 21.31405, -4.57671], [14.19120, 18.71250, -1.42349], [11.73465, 18.81687, -1.50978], [11.49336, 17.99652, -8.17868], [12.37340, 18.12540, -9.24596], [11.86785, 18.52640, -10.47171], [10.58984, 18.80784, -10.68127], [9.76187, 18.69948, -9.64454], [10.15612, 18.27961, -8.38278], [11.86648, 17.69277, -7.20785], [13.42281, 17.89531, -9.12065], [12.54406, 18.63239, -11.31486], [8.71916, 18.86800, -9.89705], [9.42592, 18.25222, -7.58485], [11.53448, 24.23868, -1.66201], [10.78794, 24.95496, -0.74388], [9.77552, 25.78454, -1.22522], [9.46590, 25.89389, -2.50963], [10.17909, 25.18424, -3.38452], [11.20381, 24.32767, -3.00633], [12.42434, 23.70335, -1.35050], [11.00975, 24.94783, 0.31493], [9.19884, 26.38613, -0.52986], [9.90375, 25.30647, -4.42255], [11.80622, 23.84719, -3.76541], [11.93456, 28.86811, -7.63712], [12.65606, 29.27375, -6.52670], [12.25344, 28.82102, -5.27982], [11.16989, 28.07787, -5.08647], [10.47995, 27.69549, -6.15156], [10.81227, 28.07207, -7.44688], [12.19564, 29.20643, -8.63181], [13.49898, 29.93778, -6.66647], [12.80776, 29.10084, -4.39016], [9.61503, 27.05943, -5.99099], [10.26089, 27.71613, -8.30804], [7.50269, 21.09742, -13.31632], [8.62055, 21.21892, -12.49912], [8.50392, 21.96312, -11.33713], [7.38060, 22.55042, -10.94143], [6.32172, 22.42742, -11.72983], [6.32992, 21.72888, -12.93079], [7.55204, 20.48208, -14.20561], [9.53520, 20.73390, -12.81242], [9.37122, 22.06657, -10.69158], [5.39746, 22.90227, -11.41477], [5.43232, 21.57869, -13.51661], [3.99096, 21.63883, -4.51111], [4.33496, 20.83085, -3.43143], [5.63950, 20.84617, -2.97321], [6.58954, 21.62054, -3.49093], [6.23362, 22.42472, -4.48692], [4.96668, 22.45622, -5.04571], [2.98202, 21.59357, -4.89924], [3.57906, 20.21322, -2.96465], [5.95828, 20.16454, -2.19116], [6.99571, 23.09525, -4.87220], [4.75655, 23.15931, -5.84074], [14.64431, 21.99477, -8.42977], [15.77632, 22.08345, -9.21895], [16.81435, 21.17647, -9.01879], [16.77516, 20.22959, -8.09387], [15.65217, 20.11327, -7.37986], [14.56781, 20.96161, -7.50936], [13.82454, 22.65997, -8.66733], [15.88397, 22.88265, -9.93903], [17.70765, 21.23388, -9.63353], [15.68281, 19.30109, -6.66159], [13.67521, 20.82539, -6.91081], [14.22834, 23.80774, -12.87663], [12.88000, 24.12197, -12.91890], [11.97906, 23.18842, -12.43602], [12.33233, 22.02311, -11.89866], [13.62604, 21.73372, -11.88267], [14.61196, 22.55907, -12.40894], [14.99549, 24.49770, -13.20801], [12.50988, 25.07067, -13.28203], [10.91091, 23.33172, -12.57106], [13.91514, 20.76447, -11.48533], [15.65418, 22.27642, -12.37076]]}


(2)
{"formula": "C45H46Br2CdN7O", "method": "the ωB97M-V functional and the def2-TZVPD basis", "total_charge": 1, "total_energy_ev": -204533.7462, "max_force_ev_per_a": 1.21, "gap_ha": [0.202, 0.191], "de_lowest_kj_mol": 227.09, "homo_energy_ev": [-9.042, -9.042], "elements": ["Cd", "C", "N", "C", "C", "C", "C", "C", "C", "N", "C", "C", "C", "C", "C", "C", "N", "C", "C", "C", "C", "C", "N", "H", "H", "H", "H", "H", "H", "H", "H", "H", "H", "H", "H", "H", "H", "H", "H", "H", "H", "C", "C", "C", "C", "C", "C", "C", "N", "C", "C", "C", "C", "C", "C", "C", "N", "C", "C", "C", "C", "H", "H", "H", "H", "H", "H", "H", "H", "H", "H", "H", "H", "H", "H", "H", "H", "H", "H", "H", "H", "H", "H", "H", "H", "Br", "C", "C", "C", "Br", "C", "C", "C", "C", "N", "C", "C", "O", "H", "H", "H", "H"], "coordinates": [[0.04259, -0.16620, -0.14265], [-1.46905, 2.34198, 0.56020], [-0.06898, 2.29343, 0.14803], [0.16023, 2.98232, -1.12051], [1.06902, 2.17880, -2.02628], [1.38117, 2.63943, -3.30074], [2.21863, 1.87869, -4.09918], [2.73860, 0.69819, -3.59057], [2.37420, 0.32363, -2.31034], [1.55284, 1.03771, -1.55103], [0.89422, 2.76997, 1.13691], [1.43018, 1.71877, 2.07646], [1.60895, 1.98118, 3.43125], [2.22332, 1.02513, 4.22546], [2.66740, -0.14230, 3.62680], [2.46675, -0.30112, 2.26388], [1.84057, 0.58783, 1.51008], [-3.11670, 0.33060, 0.07484], [-4.50348, 0.27218, 0.15388], [-5.11299, -0.94430, 0.42369], [-4.32109, -2.05975, 0.64140], [-2.94587, -1.90535, 0.54754], [-2.36416, -0.75422, 0.25606], [-1.81186, 3.39584, 0.56667], [-0.96410, 2.47850, 2.58424], [0.61562, 3.96875, -0.94586], [-0.78304, 3.17042, -1.63834], [0.97450, 3.57340, -3.65888], [2.47006, 2.20094, -5.09701], [3.40267, 0.08029, -4.17302], [2.76006, -0.57885, -1.85548], [0.49710, 3.63006, 1.69774], [1.77612, 3.11126, 0.58347], [1.28771, 2.92112, 3.85373], [2.36673, 1.19570, 5.28184], [3.15535, -0.91552, 4.19888], [2.84071, -1.17473, 1.74842], [-5.10076, 1.15213, -0.02942], [-6.19067, -1.02477, 0.43108], [-4.75609, -3.02861, 0.83556], [-2.27830, -2.74646, 0.67933], [-6.02418, 2.87138, -2.72982], [-4.66749, 3.53935, -2.99613], [-4.61378, 4.91793, -2.32530], [-4.50885, 3.75106, -4.50494], [-3.59924, 2.60936, -2.43349], [-2.86138, 1.74607, -3.27115], [-1.80423, 1.00296, -2.73243], [-1.51645, 0.92938, -1.46963], [-2.37756, 1.55734, -0.50200], [-3.34664, 2.53684, -1.09041], [-1.62546, 1.80659, 1.99557], [-2.95855, 2.02629, 2.61720], [-3.34765, 1.27590, 3.68943], [-2.59548, 0.11167, 3.94760], [-1.55743, -0.25146, 3.08550], [-1.05947, 0.49971, 2.14783], [-4.47607, 1.69726, 4.60926], [-5.49775, 2.58101, 3.88965], [-5.17977, 0.48621, 5.22788], [-3.81378, 2.51594, 5.73019], [-6.82648, 3.46743, -3.15603], [-6.20529, 2.76746, -1.66254], [-6.04997, 1.88145, -3.18073], [-5.32489, 5.58380, -2.80743], [-3.62154, 5.35221, -2.43086], [-4.87104, 4.87472, -1.27050], [-5.22138, 4.50154, -4.83618], [-4.70588, 2.84207, -5.06592], [-3.50983, 4.10562, -4.74502], [-3.06313, 1.67024, -4.32483], [-1.14384, 0.45779, -3.39657], [-3.85727, 3.17296, -0.38236], [-3.50130, 2.89678, 2.29377], [-2.84103, -0.54165, 4.76401], [-1.11162, -1.23101, 3.19793], [-5.86672, 2.09885, 2.98764], [-5.06651, 3.54398, 3.62685], [-6.34299, 2.77336, 4.54442], [-5.43685, -0.25149, 4.47117], [-6.09282, 0.80451, 5.72199], [-4.55288, 0.01595, 5.97996], [-3.36741, 3.42499, 5.33270], [-3.03377, 1.93645, 6.21766], [-4.55574, 2.79002, 6.47448], [0.38921, -2.71627, -4.58992], [0.60812, -3.51738, -2.88889], [0.94010, -4.85535, -2.77920], [1.12064, -5.41622, -1.53500], [1.56387, -7.26885, -1.42368], [1.00864, -4.63842, -0.36400], [1.19913, -5.13294, 0.93834], [1.09281, -4.28213, 2.00583], [0.80301, -2.93153, 1.77514], [0.60707, -2.43635, 0.57519], [0.68450, -3.25633, -0.48810], [0.44113, -2.65862, -1.78315], [0.11831, -1.44391, -1.91614], [1.05020, -5.45698, -3.66916], [1.43181, -6.17566, 1.08648], [1.23903, -4.63885, 3.01107], [0.74442, -2.23816, 2.60327]]}